DFT (ωB97M-V/def2-TZVPD) results for a molecular structure, C2H10P2STm.

CARTESIAN COORDINATES (ANGSTROEM)
C1 0.57308 1.24088 0.67087
P1 -0.10200 -0.19805 -0.40556
C2 -1.70380 -0.35586 0.65033
P2 1.82932 -0.10879 -1.50458
S1 2.99887 -1.39652 -0.59845
H1 1.76354 1.27433 0.72358
H2 0.20613 2.26682 0.19350
H3 0.18236 1.11989 1.76721
H4 -0.82591 -0.06033 -1.64686
H5 0.22829 -1.56517 -0.00305
H6 -2.37452 0.59974 0.55306
H7 -1.33349 -0.46063 1.78038
H8 -2.28157 -1.36562 0.42045
H9 1.60066 -0.56011 -2.85326
H10 2.26739 1.26237 -1.39956
Tm1 -3.02835 -1.69294 1.65195

Summary:
HOMO-LUMO gap (spin up / spin down): 0.2613 / 0.2500 hartree
Multiplicity: 3
F_max: 0.25706 hartree/bohr
<S²>: 2.02
Total charge: +3
LUMO (spin up / spin down): -13.33 / -13.48 eV
HOMO level (spin up / spin down): -20.4 / -20.3 eV